{
  "formula": "C41H58AsHfN5O4S2Si3",
  "method": "wB97M-V/def2-TZVPD",
  "elements": ["Hf", "O", "C", "C", "C", "C", "C", "C", "C", "N", "C", "C", "N", "H", "H", "H", "H", "H", "H", "H", "O", "C", "O", "C", "C", "C", "C", "C", "C", "C", "C", "C", "N", "H", "H", "H", "H", "H", "H", "S", "C", "C", "C", "N", "C", "C", "C", "C", "C", "N", "C", "C", "H", "H", "H", "H", "H", "H", "H", "H", "C", "Si", "C", "C", "As", "Si", "C", "C", "C", "Si", "C", "C", "C", "H", "H", "H", "H", "H", "H", "H", "H", "H", "H", "H", "H", "H", "H", "H", "H", "H", "H", "H", "H", "H", "H", "H", "H", "H", "H", "H", "C", "S", "C", "H", "H", "H", "H", "H", "H", "C", "O", "H", "H", "H", "H"],
  "positions_angstrom": [[-0.0945, 1.2276, 0.5312], [-0.7039, 1.1506, 2.4108], [-0.9907, 1.8645, 3.4947], [-1.7829, 1.2159, 4.5000], [-2.0948, 1.8729, 5.6694], [-1.6284, 3.1816, 5.9341], [-0.8819, 3.8057, 4.9325], [-0.5219, 3.1263, 3.7357], [0.3212, 3.7930, 2.7349], [0.5190, 3.3945, 1.4867], [1.2637, 4.4179, 0.8516], [1.5447, 5.3459, 1.7880], [0.8606, 5.0075, 2.9320], [-2.1692, 0.1953, 4.3562], [-2.7334, 1.3015, 6.3590], [-1.9051, 3.6403, 6.8873], [-0.4740, 4.8121, 5.0396], [1.7104, 4.2830, -0.1130], [2.1524, 6.2234, 1.7306], [0.8472, 5.4817, 3.7848], [2.3094, 2.2547, -2.6348], [1.8576, 1.9553, -1.5498], [0.5785, 1.8648, -1.2375], [2.8058, 1.7483, -0.3704], [4.1963, 2.0010, -0.5770], [5.0190, 2.0139, 0.5008], [4.4129, 1.7910, 1.8127], [5.2681, 1.8923, 2.9507], [4.6003, 1.8275, 4.1939], [3.2173, 1.6198, 4.3395], [2.4256, 1.4929, 3.2119], [2.9918, 1.5356, 1.9532], [2.2391, 1.5349, 0.7789], [4.4987, 2.0323, -1.5837], [6.1106, 2.1057, 0.5699], [6.2773, 2.0695, 2.9403], [5.1999, 1.8965, 5.0512], [2.7957, 1.5438, 5.3420], [1.3403, 1.4854, 3.3640], [3.7364, -4.5241, 0.4177], [2.6871, -3.1062, 0.3110], [2.2549, -2.3916, -0.8060], [1.3701, -1.3625, -0.7111], [0.8752, -0.8890, 0.4550], [1.2535, -1.5595, 1.5589], [2.1082, -2.6738, 1.5066], [4.0927, -4.9220, -1.2161], [3.4791, -5.9476, -1.8697], [3.8942, -6.2290, -3.2031], [4.8270, -5.5690, -3.8834], [5.3186, -4.4940, -3.2611], [5.0790, -4.1784, -1.9222], [2.6065, -2.7606, -1.7788], [0.9915, -0.9275, -1.6834], [0.9157, -1.2236, 2.5469], [2.3093, -3.2846, 2.4065], [2.6737, -6.5299, -1.4655], [3.4960, -7.1139, -3.7036], [6.0697, -3.9927, -3.8478], [5.6444, -3.3393, -1.4941], [-3.5108, -1.6290, -3.7610], [-1.9331, -1.0178, -2.9359], [-0.7479, -2.4147, -3.2403], [-1.3146, 0.4496, -3.9166], [-2.2302, -0.6411, -0.5854], [-2.6280, -2.8638, 0.1890], [-3.1765, -2.5071, 1.9413], [-1.1761, -4.0382, 0.1743], [-3.8929, -3.5424, -0.9064], [-4.4520, 0.2607, -0.4029], [-4.5157, 0.8290, 1.4203], [-6.0406, -0.7563, -0.5797], [-4.4341, 1.4902, -1.7697], [-4.4946, -1.5866, -3.2792], [-3.3331, -2.6067, -4.1799], [-3.7155, -1.0206, -4.6487], [-0.9514, -2.7857, -4.2511], [-0.8493, -3.2350, -2.5501], [0.2809, -2.0494, -3.1539], [-0.5518, 0.1175, -4.6074], [-0.7044, 1.1129, -3.2638], [-2.1612, 1.0346, -4.4071], [-2.3737, -1.9456, 2.3964], [-3.2138, -3.4623, 2.4542], [-4.1174, -2.0953, 2.2422], [-0.3799, -3.9306, -0.6179], [-1.7069, -5.0231, 0.0751], [-0.6636, -4.0770, 1.1040], [-3.4950, -3.8023, -1.8969], [-4.7027, -2.8295, -1.0333], [-4.3946, -4.4333, -0.5511], [-5.1071, 0.1345, 2.0244], [-4.8805, 1.8557, 1.5927], [-3.4966, 0.7393, 1.8859], [-6.2900, -1.3242, -1.4554], [-6.8229, -0.0185, -0.3827], [-6.1777, -1.3944, 0.3082], [-4.7642, 2.4749, -1.4496], [-5.0927, 1.0656, -2.4971], [-3.4908, 1.6483, -2.2114], [-1.7237, 3.5415, -1.7540], [-2.1696, 2.9254, -0.1218], [-2.2297, 4.3953, 0.8599], [-2.6197, 3.9511, -2.2329], [-1.4605, 2.6666, -2.3083], [-0.8403, 4.1971, -1.7531], [-1.3316, 5.0134, 0.8546], [-2.3851, 4.0080, 1.8470], [-3.0891, 4.9854, 0.5042], [3.2804, -1.0675, -4.4537], [2.4363, -0.5494, -3.4284], [2.7673, -1.0014, -5.3838], [3.4410, -2.1174, -4.2079], [4.2203, -0.4817, -4.4978], [2.3417, 0.3638, -3.6561]],
  "atomic_forces_ev_per_a": [[-0.37, -0.01, 1.46], [0.22, -0.03, -0.93], [-1.46, -2.04, 1.84], [0.27, 0.44, -0.54], [-0.14, -0.26, 0.09], [-0.07, -0.19, -0.71], [0.24, -0.49, 0.34], [0.20, 1.21, 0.21], [-1.23, -0.18, -0.15], [0.08, 0.20, -0.76], [0.05, -1.37, 1.29], [-0.24, 0.85, -0.13], [0.71, -1.09, -1.51], [0.36, 0.58, -0.22], [0.42, 0.66, -0.02], [0.29, 0.12, -0.52], [-0.43, -0.24, 0.40], [-0.17, 0.14, -0.28], [0.05, 0.30, -0.02], [0.19, 0.88, 1.21], [-0.69, -0.32, 0.67], [0.97, 0.28, -0.71], [0.78, 0.04, -0.70], [0.60, 0.68, -0.43], [-0.56, -0.73, 0.70], [-0.81, -0.79, 1.87], [0.87, 0.18, -0.47], [-5.23, -0.52, 1.39], [0.54, -0.42, -1.65], [0.46, -0.07, -0.61], [-0.92, 0.06, 1.34], [1.83, 0.94, -1.69], [-0.29, -0.58, 0.89], [0.51, 0.45, -1.02], [-0.52, 0.19, -0.80], [2.28, 0.36, -0.45], [0.63, 0.17, 1.20], [0.00, 0.17, -0.33], [0.64, -0.46, -0.30], [-0.69, 0.73, 1.30], [-0.65, 0.18, 0.51], [1.08, -1.46, -1.09], [-1.02, 0.86, -1.29], [0.29, -0.15, 0.14], [0.89, -0.93, 0.38], [-0.26, -0.04, 0.98], [1.41, 1.27, -1.48], [0.05, -0.47, -1.89], [0.06, -0.67, 0.43], [-1.17, 0.17, 0.69], [0.74, -0.53, 0.60], [-0.34, 0.10, -0.48], [-0.32, 0.58, 0.21], [0.60, -0.20, 1.46], [-0.13, 0.01, -0.56], [-0.19, 0.79, -0.33], [-0.09, -0.17, 0.38], [-0.08, 0.27, 0.13], [0.14, 0.53, 0.11], [-0.46, -0.49, 0.08], [-0.83, 0.86, -0.34], [-0.73, -0.35, -0.61], [0.55, 0.30, 0.18], [-0.34, 1.36, 0.80], [0.25, 0.13, -0.33], [0.49, 0.69, 0.55], [0.46, -1.00, 0.08], [-0.02, -0.54, -1.11], [-0.91, -0.21, -1.05], [-0.24, -0.37, 0.95], [1.06, 0.02, 0.30], [0.33, 0.04, 1.39], [-0.68, 0.48, 0.64], [0.39, -0.32, 0.39], [-0.10, -0.58, 0.18], [0.37, 0.22, -0.06], [0.23, 0.11, 0.09], [-0.17, -0.40, 0.21], [-0.05, -0.22, -0.39], [-0.20, -0.26, -0.69], [-0.56, -0.12, -0.32], [1.30, -0.72, 0.51], [0.26, 0.31, 0.34], [0.31, -0.48, 0.20], [-0.61, 0.71, -0.51], [-1.10, -0.13, 0.66], [0.70, 0.60, -0.14], [0.48, 0.06, 0.99], [-0.05, 0.18, 0.17], [0.00, 0.13, -0.23], [0.13, -0.41, 0.40], [-0.26, 0.14, -0.23], [0.06, -0.40, -0.16], [-0.68, 0.33, -0.46], [0.04, -0.08, -0.53], [-0.08, 0.31, -0.41], [0.32, -0.16, -0.33], [-0.45, 0.05, -0.05], [-0.56, 0.06, -0.75], [1.15, -0.06, -0.60], [-0.21, 0.19, -0.06], [0.40, -0.31, -0.49], [-0.32, 0.72, -0.24], [0.34, 0.33, 0.22], [0.19, -0.46, -0.41], [-0.54, -0.05, 0.16], [0.01, -0.20, -0.23], [-0.35, 0.17, 0.73], [0.27, -0.21, 0.37], [0.47, -0.01, 0.77], [0.06, -0.55, 0.22], [-0.23, -0.06, -0.99], [0.33, 0.09, -0.15], [-0.31, -0.58, -0.03], [-0.33, 1.10, 0.11]],
  "homo_lumo_gap_ev": 7.78,
  "homo_ha": -0.4939,
  "relative_energy_ev": 0.293,
  "molar_mass_da": 1086.8,
  "total_charge": 2,
  "spin_multiplicity": 1,
  "largest_force_ev_per_a": 5.44
}